(1)
The following is a quantum chemistry calculation of a structure of composition C10H19IrO2S4, from the OMol25 dataset.

The geometry in XYZ format:
```
36
Properties=species:S:1:pos:R:3:nbo_charge:R:1
Ir 6.288 7.036 7.081 0.95
S 5.691 6.991 4.716 0.32
S 4.940 5.016 7.091 0.34
S 4.579 8.635 7.127 0.39
S 5.889 6.792 9.514 0.38
O 8.646 5.147 7.277 -0.60
O 8.224 7.383 7.209 -0.72
C 5.017 9.563 5.652 -0.54
C 5.119 4.335 5.367 -0.51
C 4.564 5.490 4.535 -0.49
C 5.061 5.151 9.584 -0.53
C 4.938 9.289 8.734 -0.56
C 9.060 6.283 7.256 0.80
C 10.555 6.675 7.316 -0.71
C 5.595 4.162 8.493 -0.56
C 4.786 8.596 4.499 -0.52
C 4.646 8.101 9.711 -0.53
H 5.975 9.568 8.843 0.26
H 6.685 4.119 8.440 0.28
H 5.210 4.702 10.549 0.28
H 4.547 5.179 3.481 0.29
H 3.602 5.737 4.905 0.24
H 6.073 9.865 5.693 0.26
H 3.718 8.479 4.395 0.26
H 10.733 7.709 7.043 0.25
H 3.680 7.634 9.629 0.25
H 4.508 3.434 5.287 0.28
H 5.189 9.086 3.628 0.28
H 6.113 4.040 5.073 0.27
H 4.008 5.270 9.434 0.25
H 5.131 3.217 8.719 0.28
H 4.330 10.427 5.585 0.29
H 11.223 5.990 6.856 0.26
H 4.281 10.113 9.022 0.28
H 10.647 6.605 8.418 0.26
H 4.766 8.464 10.700 0.27
```

## Properties
2S+1: 5
charge: +2
orbital gap (alpha / beta): 0.3017 / 0.2670 Eh
molecular weight: 491.7 u
maximum force: 2.8 eV/A
E: -60934.850 eV
expectation value of S²: 6.02

=====

(2)
The following is a quantum chemistry calculation of the molecule C21H27FN4O3, from the OMol25 dataset.

The geometry in XYZ format:
```
56
Properties=species:S:1:pos:R:3:nbo_charge:R:1
F 3.912 -2.715 1.042 -0.33
O 6.212 1.943 -0.665 -0.51
O -3.830 -1.999 -1.198 -0.54
O -6.075 1.370 0.221 -0.59
N -1.865 1.718 0.196 -0.18
N 1.476 -0.926 0.237 -0.44
N -1.366 2.906 0.550 -0.29
N -3.950 0.577 -0.018 -0.65
C 2.378 -0.357 1.228 -0.24
C 5.710 0.742 -0.268 0.36
C -4.180 -2.746 -0.048 -0.08
C 4.487 -1.573 0.602 0.38
C -5.306 0.474 -0.040 0.69
C -5.761 -0.938 -0.410 -0.34
C -3.608 2.978 0.678 -0.36
C 5.766 -1.630 0.091 -0.26
C 1.269 -0.086 -0.924 -0.23
C -3.220 1.717 0.273 0.31
C 4.415 0.773 0.255 -0.26
C 6.383 -0.471 -0.350 -0.31
C 3.785 -0.375 0.697 -0.07
C -0.753 -0.259 1.125 -0.42
C 0.336 1.106 -0.665 -0.42
C 7.513 1.986 -1.198 -0.25
C -0.999 0.604 -0.119 -0.05
C -2.401 3.670 0.834 -0.04
C -5.041 -1.445 -1.671 -0.08
C 0.217 -1.394 0.767 -0.21
C -5.307 -1.959 0.654 -0.43
H 7.383 -0.532 -0.749 0.22
H 3.915 1.728 0.312 0.22
H 6.276 -2.579 0.039 0.23
H -5.643 -2.218 -2.168 0.18
H 8.257 1.646 -0.470 0.18
H -4.945 -1.456 1.550 0.22
H -1.485 -0.008 -0.892 0.20
H -1.692 -0.673 1.497 0.20
H -4.802 -0.660 -2.390 0.21
H 0.835 -0.718 -1.707 0.19
H 2.114 0.671 1.519 0.18
H 7.595 1.387 -2.110 0.17
H -2.253 4.686 1.139 0.21
H 2.239 0.268 -1.275 0.22
H 0.176 1.661 -1.589 0.22
H -4.537 -3.739 -0.350 0.18
H -0.243 -2.027 0.000 0.19
H -0.325 0.367 1.911 0.21
H -3.281 -2.863 0.559 0.20
H -4.607 3.325 0.831 0.25
H 0.775 1.791 0.060 0.23
H -3.424 -0.234 -0.327 0.43
H -6.122 -2.620 0.944 0.23
H 0.413 -2.016 1.643 0.21
H 2.328 -0.992 2.117 0.22
H -6.843 -0.917 -0.534 0.25
H 7.698 3.032 -1.438 0.20
```

## Properties
charge: 0
orbital gap: 0.3286 Eh
molecular weight: 402.5 u
maximum force: 0.8 eV/A
relative energy (zero: lowest compared OMol25 entry of this formula, charge and spin): 0.0 kcal/mol
E: -37035.175 eV
SMILES: COc1ccc(F)c(CN2CCC(n3nccc3NC(=O)[C@@H]3CCOC3)CC2)c1

=====

What is the E in the second record?
-37035.175 eV

=====

Copy entry 2 word for word.
The following is a quantum chemistry calculation of the molecule C21H27FN4O3, from the OMol25 dataset.

The geometry in XYZ format:
```
56
Properties=species:S:1:pos:R:3:nbo_charge:R:1
F 3.912 -2.715 1.042 -0.33
O 6.212 1.943 -0.665 -0.51
O -3.830 -1.999 -1.198 -0.54
O -6.075 1.370 0.221 -0.59
N -1.865 1.718 0.196 -0.18
N 1.476 -0.926 0.237 -0.44
N -1.366 2.906 0.550 -0.29
N -3.950 0.577 -0.018 -0.65
C 2.378 -0.357 1.228 -0.24
C 5.710 0.742 -0.268 0.36
C -4.180 -2.746 -0.048 -0.08
C 4.487 -1.573 0.602 0.38
C -5.306 0.474 -0.040 0.69
C -5.761 -0.938 -0.410 -0.34
C -3.608 2.978 0.678 -0.36
C 5.766 -1.630 0.091 -0.26
C 1.269 -0.086 -0.924 -0.23
C -3.220 1.717 0.273 0.31
C 4.415 0.773 0.255 -0.26
C 6.383 -0.471 -0.350 -0.31
C 3.785 -0.375 0.697 -0.07
C -0.753 -0.259 1.125 -0.42
C 0.336 1.106 -0.665 -0.42
C 7.513 1.986 -1.198 -0.25
C -0.999 0.604 -0.119 -0.05
C -2.401 3.670 0.834 -0.04
C -5.041 -1.445 -1.671 -0.08
C 0.217 -1.394 0.767 -0.21
C -5.307 -1.959 0.654 -0.43
H 7.383 -0.532 -0.749 0.22
H 3.915 1.728 0.312 0.22
H 6.276 -2.579 0.039 0.23
H -5.643 -2.218 -2.168 0.18
H 8.257 1.646 -0.470 0.18
H -4.945 -1.456 1.550 0.22
H -1.485 -0.008 -0.892 0.20
H -1.692 -0.673 1.497 0.20
H -4.802 -0.660 -2.390 0.21
H 0.835 -0.718 -1.707 0.19
H 2.114 0.671 1.519 0.18
H 7.595 1.387 -2.110 0.17
H -2.253 4.686 1.139 0.21
H 2.239 0.268 -1.275 0.22
H 0.176 1.661 -1.589 0.22
H -4.537 -3.739 -0.350 0.18
H -0.243 -2.027 0.000 0.19
H -0.325 0.367 1.911 0.21
H -3.281 -2.863 0.559 0.20
H -4.607 3.325 0.831 0.25
H 0.775 1.791 0.060 0.23
H -3.424 -0.234 -0.327 0.43
H -6.122 -2.620 0.944 0.23
H 0.413 -2.016 1.643 0.21
H 2.328 -0.992 2.117 0.22
H -6.843 -0.917 -0.534 0.25
H 7.698 3.032 -1.438 0.20
```

## Properties
charge: 0
orbital gap: 0.3286 Eh
molecular weight: 402.5 u
maximum force: 0.8 eV/A
relative energy (zero: lowest compared OMol25 entry of this formula, charge and spin): 0.0 kcal/mol
E: -37035.175 eV
SMILES: COc1ccc(F)c(CN2CCC(n3nccc3NC(=O)[C@@H]3CCOC3)CC2)c1

=====

Please write out number 2 again, unchanged.
The following is a quantum chemistry calculation of the molecule C21H27FN4O3, from the OMol25 dataset.

The geometry in XYZ format:
```
56
Properties=species:S:1:pos:R:3:nbo_charge:R:1
F 3.912 -2.715 1.042 -0.33
O 6.212 1.943 -0.665 -0.51
O -3.830 -1.999 -1.198 -0.54
O -6.075 1.370 0.221 -0.59
N -1.865 1.718 0.196 -0.18
N 1.476 -0.926 0.237 -0.44
N -1.366 2.906 0.550 -0.29
N -3.950 0.577 -0.018 -0.65
C 2.378 -0.357 1.228 -0.24
C 5.710 0.742 -0.268 0.36
C -4.180 -2.746 -0.048 -0.08
C 4.487 -1.573 0.602 0.38
C -5.306 0.474 -0.040 0.69
C -5.761 -0.938 -0.410 -0.34
C -3.608 2.978 0.678 -0.36
C 5.766 -1.630 0.091 -0.26
C 1.269 -0.086 -0.924 -0.23
C -3.220 1.717 0.273 0.31
C 4.415 0.773 0.255 -0.26
C 6.383 -0.471 -0.350 -0.31
C 3.785 -0.375 0.697 -0.07
C -0.753 -0.259 1.125 -0.42
C 0.336 1.106 -0.665 -0.42
C 7.513 1.986 -1.198 -0.25
C -0.999 0.604 -0.119 -0.05
C -2.401 3.670 0.834 -0.04
C -5.041 -1.445 -1.671 -0.08
C 0.217 -1.394 0.767 -0.21
C -5.307 -1.959 0.654 -0.43
H 7.383 -0.532 -0.749 0.22
H 3.915 1.728 0.312 0.22
H 6.276 -2.579 0.039 0.23
H -5.643 -2.218 -2.168 0.18
H 8.257 1.646 -0.470 0.18
H -4.945 -1.456 1.550 0.22
H -1.485 -0.008 -0.892 0.20
H -1.692 -0.673 1.497 0.20
H -4.802 -0.660 -2.390 0.21
H 0.835 -0.718 -1.707 0.19
H 2.114 0.671 1.519 0.18
H 7.595 1.387 -2.110 0.17
H -2.253 4.686 1.139 0.21
H 2.239 0.268 -1.275 0.22
H 0.176 1.661 -1.589 0.22
H -4.537 -3.739 -0.350 0.18
H -0.243 -2.027 0.000 0.19
H -0.325 0.367 1.911 0.21
H -3.281 -2.863 0.559 0.20
H -4.607 3.325 0.831 0.25
H 0.775 1.791 0.060 0.23
H -3.424 -0.234 -0.327 0.43
H -6.122 -2.620 0.944 0.23
H 0.413 -2.016 1.643 0.21
H 2.328 -0.992 2.117 0.22
H -6.843 -0.917 -0.534 0.25
H 7.698 3.032 -1.438 0.20
```

## Properties
charge: 0
orbital gap: 0.3286 Eh
molecular weight: 402.5 u
maximum force: 0.8 eV/A
relative energy (zero: lowest compared OMol25 entry of this formula, charge and spin): 0.0 kcal/mol
E: -37035.175 eV
SMILES: COc1ccc(F)c(CN2CCC(n3nccc3NC(=O)[C@@H]3CCOC3)CC2)c1

=====

The lowest molecular weight belongs to which entry?
C21H27FN4O3